[1]
This record from the Open Molecules 2025 dataset describes an isolated molecule of C4H9N3S. The level of theory is the ωB97M-V functional and the def2-TZVPD basis.

Structure (XYZ):
```
17
Properties=species:S:1:pos:R:3:mulliken_charge:R:1
C -0.40 1.72 1.20 -0.7206
C -0.08 1.83 -1.07 -0.9229
C 0.91 -1.05 0.34 -0.0051
C -0.03 -3.24 -0.12 -0.0221
H -0.37 1.30 2.24 0.2809
H -1.36 2.14 0.90 0.3337
H 0.29 2.64 1.02 0.2505
H 0.92 2.24 -0.72 0.4648
H -0.96 2.62 -1.10 0.2390
H 0.06 1.47 -2.20 0.2238
H 1.79 -1.56 0.62 0.3256
H -0.81 -1.33 -0.78 0.3590
H 0.77 -3.91 0.43 0.2357
N -0.27 0.81 -0.03 0.0383
N 0.95 0.22 0.24 -0.5763
N -0.07 -1.89 -0.16 -0.1728
S -1.34 -4.00 -0.78 -0.3316
```

The LUMO energy comes out at 0.1 eV. For the relative energy (zero: lowest compared OMol25 entry of this formula, charge and spin), the calculation gives 3.679 eV. Its HOMO energy is -0.31662 Ha. The value obtained for the orbital gap is 8.71 eV. The electronic energy comes out at -720.1382 Eh. The net charge is 0.

=====

[2]
This record from the Open Molecules 2025 dataset describes a cluster of 10 separate species, C10H27Cl6N7O14 in total. The level of theory is the ωB97M-V functional and the def2-TZVPD basis.

Structure (XYZ):
```
64
Properties=species:S:1:pos:R:3:mulliken_charge:R:1
C -3.24 -2.02 -1.18 -0.3118
N -4.69 -1.74 -1.33 0.9686
O -5.01 -0.60 -1.54 -0.5531
O -5.45 -2.67 -1.19 -0.5968
H -2.69 -1.49 -1.95 -0.0631
H -3.07 -3.09 -1.18 0.3177
H -2.99 -1.57 -0.22 0.1875
C 0.24 -0.53 0.18 -0.4103
N -0.83 0.48 0.21 0.8814
O -1.43 0.70 -0.80 0.0445
O -1.13 0.89 1.31 -0.5986
H 1.07 -0.20 0.78 0.2604
H 0.61 -0.56 -0.84 -0.2283
H -0.18 -1.52 0.33 0.3190
C -2.89 -3.10 4.06 -0.7662
N -1.52 -2.71 3.58 0.8249
O -1.48 -2.19 2.48 -0.4430
O -0.57 -2.97 4.30 -0.5118
H -3.30 -3.73 3.28 0.2974
H -3.47 -2.18 4.15 0.2957
H -2.84 -3.53 5.05 0.2997
C 4.76 0.68 0.91 -0.5013
N 5.38 1.78 1.72 0.9314
O 6.39 2.31 1.37 -0.5646
O 4.76 2.06 2.73 -0.5416
H 3.71 0.90 0.75 0.1340
H 4.92 -0.21 1.52 0.2404
H 5.34 0.64 0.00 0.2979
C 0.97 4.62 -1.84 -0.8908
N 0.70 3.42 -1.01 0.8148
O 0.91 2.35 -1.52 -0.4237
O 0.26 3.57 0.10 -0.4751
H 2.03 4.69 -2.08 0.2909
H 0.68 5.53 -1.34 0.3065
H 0.40 4.44 -2.76 0.3148
C 2.24 -1.14 4.82 -0.7608
N 3.09 -1.33 3.62 0.8850
O 4.28 -1.43 3.75 -0.5348
O 2.46 -1.30 2.58 -0.4616
H 1.35 -0.55 4.63 0.2618
H 2.81 -0.74 5.65 0.3174
H 1.90 -2.14 5.09 0.2830
C 2.75 -3.77 -3.05 -0.8199
N 2.15 -2.64 -2.29 0.9195
O 2.66 -1.55 -2.41 -0.5067
O 1.14 -2.83 -1.66 -0.4800
H 2.45 -3.61 -4.08 0.2826
H 2.28 -4.68 -2.67 0.3134
H 3.81 -3.69 -2.84 0.3042
C -2.94 2.34 -2.80 0.8845
Cl -2.47 3.88 -2.05 -0.1534
Cl -3.74 2.58 -4.36 -0.1797
H -2.06 1.73 -2.95 -0.7024
H -3.60 1.83 -2.10 0.0824
C -3.65 2.77 1.11 0.6464
Cl -2.74 4.05 1.95 -0.1710
Cl -5.24 3.43 0.60 -0.1833
H -3.06 2.44 0.26 -0.6404
H -3.82 1.94 1.78 0.2695
C 0.47 0.39 -4.08 0.3169
Cl -0.01 1.90 -4.83 -0.1409
Cl -0.96 -0.68 -3.99 -0.1949
H 1.23 -0.14 -4.64 0.4006
H 0.86 0.51 -3.08 -0.3848
```

The LUMO energy comes out at -0.4 eV. For the relative energy (zero: lowest compared OMol25 entry of this formula, charge and spin), the calculation gives 0.000 eV. Its HOMO energy is -0.37864 Ha. The value obtained for the orbital gap is 9.92 eV. The electronic energy comes out at -4594.3541 Eh. The net charge is 0.

=====

[3]
This record from the Open Molecules 2025 dataset describes a structure of composition C37H39ClFN5O5Ti. The level of theory is the ωB97M-V functional and the def2-TZVPD basis.

Structure (XYZ):
```
89
Properties=species:S:1:pos:R:3:mulliken_charge:R:1
Ti 1.54 0.64 2.02 -0.2591
O -2.37 4.38 1.60 -0.6798
C -1.94 4.18 0.36 0.4889
C -2.68 4.72 -0.68 -0.7721
C -2.26 4.43 -1.99 -0.6195
C -1.11 3.69 -2.22 -0.6578
C -0.37 3.12 -1.19 -0.3224
C -0.80 3.38 0.12 0.0642
C -0.03 2.77 1.19 1.0508
O 0.92 1.97 0.80 -0.6866
N -0.33 2.98 2.43 -1.2519
N 0.51 2.18 3.18 0.9951
C 0.68 2.57 4.40 -0.5325
C 1.67 1.94 5.25 0.5933
C 1.61 2.22 6.62 -0.7169
C 2.67 1.90 7.40 -0.7248
C 3.77 1.24 6.84 -0.4919
C 3.88 0.97 5.48 -0.5497
C 2.80 1.34 4.62 0.4805
O 2.88 1.12 3.33 -0.6322
H -1.63 4.06 2.17 0.5708
H -3.54 5.31 -0.50 0.5000
H -2.84 4.85 -2.77 0.4358
H -0.82 3.54 -3.23 0.6326
H 0.54 2.53 -1.35 0.4313
H 0.08 3.36 4.81 0.4520
H 0.68 2.67 6.96 0.4012
H 2.68 2.10 8.43 0.4672
H 4.59 0.98 7.48 0.4343
H 4.71 0.43 5.04 0.4218
C 4.20 -0.36 1.11 -1.0764
O 2.80 -0.11 0.97 -0.0035
H 4.62 -0.73 0.18 0.2927
H 4.31 -1.08 1.92 0.2276
H 4.64 0.56 1.36 0.4110
C -4.31 -2.13 -3.88 -1.7715
C -3.00 -2.87 -3.80 1.6313
C -2.65 -3.34 -5.24 -1.9046
C -3.09 -4.14 -2.91 -1.7933
C -1.83 -1.90 -3.27 2.1398
O -0.63 -2.61 -3.23 -0.6170
C -1.66 -0.68 -4.21 -1.8265
C -0.74 0.51 -3.73 -0.1447
C 0.76 0.36 -3.76 0.0081
C 1.49 0.47 -4.92 -0.2011
C 2.90 0.35 -4.92 -0.8850
C 3.56 0.17 -3.70 0.2711
Cl 5.31 0.00 -3.71 -0.2544
C 2.85 0.11 -2.52 -1.4379
C 1.46 0.15 -2.55 1.0755
C -2.28 -1.38 -1.86 -2.0823
N -1.24 -1.29 -0.85 1.3357
C -0.90 -0.28 -0.06 -1.0316
N 0.05 -0.66 0.81 0.6093
C 0.23 -2.02 0.47 -0.7878
N -0.53 -2.39 -0.50 -1.1110
H -5.16 -2.72 -4.26 0.4448
H -4.30 -1.33 -4.65 0.3610
H -4.60 -1.72 -2.94 0.3416
H -3.38 -4.10 -5.47 0.5522
H -1.67 -3.81 -5.22 0.3595
H -2.66 -2.53 -5.97 0.3291
H -3.74 -4.88 -3.32 0.4941
H -3.40 -3.97 -1.91 0.3692
H -2.13 -4.63 -2.88 0.4430
H -0.59 -3.18 -2.43 0.5301
H -2.61 -0.21 -4.39 0.4705
H -1.29 -0.98 -5.23 0.4364
H -1.00 0.88 -2.74 -0.5205
H -1.02 1.38 -4.39 0.5116
H 1.02 0.65 -5.90 0.4208
H 3.48 0.33 -5.81 0.4749
H 3.36 0.03 -1.61 0.5584
H 0.92 0.21 -1.61 0.1652
H -3.02 -2.04 -1.42 0.5528
H -2.79 -0.44 -1.99 0.1995
H -1.37 0.68 -0.04 0.7611
H 0.90 -2.73 0.95 0.5126
F -0.60 -3.72 5.90 -0.3522
C -0.08 -2.70 5.17 0.4029
C 1.27 -2.62 4.95 -0.7967
C 1.77 -1.65 4.10 -0.6496
C 0.88 -0.77 3.47 1.2653
C -0.46 -0.87 3.74 0.3800
C -1.01 -1.87 4.58 -0.8271
H 1.90 -3.21 5.62 0.3741
H 2.82 -1.65 3.85 0.1460
H -1.16 -0.17 3.24 0.2325
H -2.07 -1.95 4.78 0.4603
```

The LUMO energy comes out at -0.3 eV. For the relative energy (zero: lowest compared OMol25 entry of this formula, charge and spin), the calculation gives 0.348 eV. Its HOMO energy is -0.30328 Ha. The value obtained for the orbital gap is 7.96 eV. The electronic energy comes out at -3492.9357 Eh. The net charge is 0.

=====

[4]
This record from the Open Molecules 2025 dataset describes an isolated molecule of C7H12SSi. The level of theory is the ωB97M-V functional and the def2-TZVPD basis.

Structure (XYZ):
```
21
Properties=species:S:1:pos:R:3:mulliken_charge:R:1
S 1.78 1.27 -1.14 -0.1593
C 2.15 0.43 -2.62 -0.5072
C 1.57 -0.79 -2.67 -0.4571
C 0.68 -1.00 -1.56 -0.3647
C 0.63 0.03 -0.69 0.3259
C 0.24 1.35 1.98 -1.1301
C -0.67 -1.55 1.60 -1.1467
C -2.13 0.78 0.20 -0.9993
Si -0.49 0.13 0.78 0.4251
H 2.82 0.81 -3.36 0.3897
H 1.69 -1.52 -3.46 0.3687
H 0.11 -1.91 -1.45 0.3297
H -0.44 1.65 2.75 0.3533
H 1.12 1.00 2.53 0.3369
H 0.50 2.24 1.40 0.3027
H -1.70 -1.76 1.88 0.3615
H -0.33 -2.36 0.95 0.3229
H -0.11 -1.59 2.52 0.3199
H -2.68 1.04 1.12 0.2840
H -2.72 0.08 -0.38 0.3200
H -2.00 1.69 -0.38 0.3242
```

The LUMO energy comes out at 0.9 eV. For the relative energy (zero: lowest compared OMol25 entry of this formula, charge and spin), the calculation gives 0.000 eV. Its HOMO energy is -0.32711 Ha. The value obtained for the orbital gap is 9.76 eV. The electronic energy comes out at -961.6304 Eh. The net charge is 0.

=====

[5]
This record from the Open Molecules 2025 dataset describes a structure of composition C19H44N4O2P2SiSn. The level of theory is the ωB97M-V functional and the def2-TZVPD basis.

Structure (XYZ):
```
73
Properties=species:S:1:pos:R:3:mulliken_charge:R:1
Sn 0.61 -0.78 -0.49 0.3277
Si 0.23 -0.94 -3.10 1.0104
P 2.87 -2.04 -1.14 0.7513
N 1.61 0.82 0.31 -0.2464
H -0.99 -1.87 0.35 -0.5075
C 3.67 -2.52 0.42 -1.2203
H 4.49 -3.21 0.18 0.4761
H 2.94 -3.01 1.08 0.2160
H 4.05 -1.62 0.91 0.3194
C 2.71 -3.61 -2.04 -1.2223
H 3.72 -4.04 -2.09 0.4467
H 2.32 -3.44 -3.05 0.3105
H 2.05 -4.30 -1.49 0.2791
C 4.13 -1.07 -2.01 -1.2194
H 5.01 -1.72 -2.14 0.4431
H 4.40 -0.20 -1.40 0.3168
H 3.76 -0.74 -2.99 0.3064
C -1.14 -2.15 -3.56 -1.1182
H -1.91 -2.22 -2.78 0.2548
H -0.73 -3.16 -3.75 0.3041
H -1.61 -1.79 -4.49 0.3870
H -0.20 0.39 -3.62 -0.2266
H 1.46 -1.37 -3.84 -0.2604
C 2.26 1.86 -0.15 -0.1129
C 3.60 3.83 0.47 -0.4088
C 2.94 2.67 0.83 -0.2443
C 2.34 2.29 -1.54 -0.1533
C 3.01 3.46 -1.87 -0.6443
C 3.64 4.23 -0.87 -0.5634
H 4.09 4.42 1.25 0.3369
H 2.89 2.31 1.86 0.3483
H 1.84 1.68 -2.30 0.1932
H 3.06 3.78 -2.91 0.3574
H 4.15 5.16 -1.15 0.3169
C -0.39 -2.67 1.04 1.9631
O 0.83 -2.01 1.16 -0.7665
C -1.02 -2.83 2.41 -1.3301
H -1.89 -3.49 2.34 0.3826
H -1.34 -1.88 2.83 0.1023
H -0.29 -3.30 3.10 0.3331
C -0.38 -3.96 0.22 -1.5300
H 0.51 -4.59 0.42 0.2562
H -0.45 -3.77 -0.86 0.1733
H -1.28 -4.53 0.50 0.5076
C -3.53 0.35 2.98 -1.1461
N -3.03 0.06 1.63 0.7407
C -3.88 -0.89 0.90 -1.1184
P -2.07 1.11 0.81 -0.3432
O -1.29 0.38 -0.26 -0.0465
N -2.91 2.32 0.03 0.2896
C -2.55 2.62 -1.37 -0.9354
C -4.29 2.66 0.36 -0.9728
N -1.16 1.84 2.00 0.4264
C -0.22 1.03 2.80 -0.6008
C -0.63 3.18 1.74 -0.9442
H -3.54 -0.59 3.56 0.3585
H -4.56 0.75 2.95 0.3188
H -2.88 1.07 3.48 0.3749
H -4.90 -0.50 0.78 0.3505
H -3.46 -1.09 -0.10 0.2374
H -3.92 -1.83 1.45 0.3163
H -2.85 1.81 -2.05 0.2494
H -3.06 3.54 -1.66 0.3516
H -1.46 2.77 -1.46 0.2300
H -5.00 1.92 -0.05 0.2643
H -4.43 2.74 1.44 0.2597
H -4.52 3.64 -0.09 0.3631
H 0.71 0.85 2.24 -0.1546
H 0.02 1.61 3.70 0.4744
H -0.66 0.07 3.09 0.0780
H 0.27 3.15 1.11 0.2247
H -1.40 3.79 1.26 0.3372
H -0.37 3.63 2.71 0.3711
```

The LUMO energy comes out at 0.0 eV. Its HOMO energy is -0.19455 Ha. The value obtained for the orbital gap is 5.30 eV. The electronic energy comes out at -2306.3185 Eh. The net charge is 0.

=====

[6]
This record from the Open Molecules 2025 dataset describes a cluster of 2 separate species, C12H10IOP in total. The level of theory is the ωB97M-V functional and the def2-TZVPD basis.

Structure (XYZ):
```
25
Properties=species:S:1:pos:R:3:mulliken_charge:R:1
C -1.38 4.00 0.79 -0.4165
C 3.19 -3.38 0.08 -0.5186
C -0.86 2.94 1.46 -0.2768
C -2.17 3.79 -0.36 -0.4989
C 1.92 -3.61 0.66 -0.2744
C 3.35 -2.30 -0.73 -0.4603
C -1.02 1.61 0.98 -0.3127
C -2.25 2.54 -0.88 -0.6163
C 0.78 -2.84 0.35 -0.1040
C 2.22 -1.58 -1.14 -0.6899
C -1.67 1.49 -0.18 0.6651
C 1.01 -1.86 -0.58 0.4572
O -2.77 -0.09 -2.28 -0.5451
P -1.91 -0.17 -1.10 0.4438
I -2.94 -1.50 0.72 -0.0631
H -1.19 5.01 1.33 0.2417
H 3.89 -4.07 0.34 0.4582
H -0.34 2.93 2.48 0.2636
H -2.68 4.58 -0.67 0.5251
H 1.90 -4.55 1.28 0.2447
H 4.27 -2.16 -1.10 0.4571
H -0.71 0.65 1.47 0.2188
H -2.81 2.48 -1.82 0.3610
H -0.30 -3.00 0.75 -0.0340
H 2.46 -0.93 -1.86 0.4744
```

The LUMO energy (spin up / spin down) comes out at -1.9 / -0.5 eV. Its HOMO energy (spin up / spin down) is -0.34199 / -0.31684 Ha. The value obtained for the orbital gap (spin up / spin down) is 7.36 / 8.09 eV. The electronic energy comes out at -1177.4212 Eh. The net charge is 0.